Record 1
C50H90O37Pb2 as an isolated structure, computed with ωB97M-V with the def2-TZVPD basis set.

Structure (ORCA input):
```
! RIJCOSX wB97M-V def2-TZVPD def2/J DEFGRID3
* xyz 2 1
Pb 0.107 4.276 3.355
Pb 1.793 -2.982 -0.209
C 2.253 1.246 0.831
C 1.471 2.131 1.591
C 0.080 1.776 1.799
O -0.648 2.548 2.468
C -0.495 0.682 1.241
C 0.397 -0.371 0.656
C 1.835 -0.048 0.384
O 2.568 -0.901 -0.159
O 0.010 -1.533 0.507
O 1.828 3.154 2.226
H 3.287 1.467 0.614
H -1.566 0.517 1.191
C -3.064 0.724 -1.995
C -3.555 -0.501 -1.337
O -4.866 -0.846 -1.744
C -4.975 -1.963 -2.450
O -4.058 -2.757 -2.579
O -6.224 -2.137 -2.948
C -6.276 -3.335 -3.769
H -3.424 1.643 -1.505
H -3.319 0.764 -3.081
H -1.988 0.609 -1.969
H -3.692 -0.307 -0.286
H -2.789 -1.266 -1.473
H -5.658 -4.112 -3.303
H -5.947 -3.082 -4.781
H -7.339 -3.532 -3.750
C 6.465 -0.743 -0.183
C 6.105 -1.735 -1.236
O 6.560 -3.148 -0.961
C 5.680 -3.918 -0.432
O 4.490 -3.733 -0.235
O 6.292 -5.029 -0.029
C 5.551 -5.711 1.050
H 7.503 -0.842 0.150
H 5.805 -0.831 0.699
H 6.343 0.311 -0.493
H 6.737 -1.544 -2.125
H 5.070 -1.780 -1.456
H 4.570 -5.944 0.647
H 5.481 -5.159 1.946
H 6.155 -6.621 1.274
C 5.683 7.865 -4.849
C 5.018 6.538 -4.570
O 4.750 6.442 -3.118
C 4.133 5.318 -2.816
O 3.497 4.630 -3.575
O 4.192 5.205 -1.485
C 3.475 4.045 -0.945
H 5.671 8.005 -5.876
H 6.697 7.832 -4.485
H 5.211 8.740 -4.373
H 5.604 5.696 -4.912
H 4.066 6.507 -5.063
H 4.080 3.118 -1.030
H 2.479 3.914 -1.353
H 3.434 4.428 0.077
C -5.657 1.712 3.034
C -4.790 2.903 2.953
O -4.580 3.389 4.354
C -3.425 3.893 4.827
O -2.307 3.714 4.345
O -3.639 4.548 5.943
C -2.436 5.110 6.694
H -6.053 1.401 2.078
H -6.505 1.948 3.703
H -5.098 0.907 3.524
H -5.261 3.724 2.463
H -3.819 2.551 2.626
H -1.993 4.467 7.434
H -2.899 5.997 7.111
H -1.702 5.355 5.956
C -0.681 4.152 -2.544
C -0.644 4.297 -1.019
O -1.882 5.043 -0.747
C -2.048 5.371 0.509
O -1.317 5.104 1.455
O -3.143 6.105 0.684
C -3.650 6.404 1.947
H -0.646 5.176 -2.935
H -1.653 3.648 -2.757
H 0.111 3.490 -2.850
H 0.182 4.938 -0.711
H -0.649 3.368 -0.472
H -3.469 7.442 2.183
H -3.105 5.780 2.643
H -4.723 6.187 1.851
C 4.380 -0.809 3.458
C 4.382 -2.201 4.115
O 3.022 -2.713 4.190
C 2.350 -2.909 3.099
O 2.770 -2.687 1.965
O 1.116 -3.425 3.280
C 0.605 -3.780 4.559
H 4.296 -0.833 2.366
H 5.289 -0.347 3.867
H 3.559 -0.177 3.821
H 4.769 -2.116 5.135
H 5.008 -2.876 3.533
H -0.357 -4.216 4.359
H 0.527 -2.844 5.126
H 1.279 -4.511 5.019
C 0.976 4.098 8.756
C 1.256 3.588 7.343
O 0.291 2.557 7.015
C 0.441 1.920 5.883
O 1.127 2.268 4.922
O -0.408 0.913 5.840
C -0.338 0.055 4.697
H 1.021 3.334 9.550
H -0.069 4.518 8.702
H 1.668 4.960 8.922
H 2.238 3.190 7.129
H 1.126 4.409 6.660
H -0.982 0.590 3.938
H -0.858 -0.897 5.030
H 0.662 -0.141 4.391
C -0.781 -2.481 -3.872
C -0.767 -3.468 -5.108
O -2.007 -4.027 -5.443
C -2.828 -3.277 -6.283
O -2.491 -2.183 -6.710
O -3.929 -3.975 -6.507
C -4.822 -3.476 -7.548
H -1.646 -1.823 -3.969
H 0.166 -1.979 -3.809
H -0.833 -3.145 -3.005
H -0.222 -4.389 -4.923
H -0.357 -3.020 -5.997
H -5.055 -2.429 -7.292
H -5.735 -4.011 -7.454
H -4.322 -3.582 -8.482
C 2.122 1.337 -3.273
C 2.350 0.888 -4.726
O 3.741 0.980 -5.074
C 4.556 0.185 -4.420
O 4.202 -0.694 -3.651
O 5.846 0.508 -4.636
C 6.265 1.016 -5.913
H 2.600 2.300 -3.161
H 2.520 0.609 -2.583
H 0.998 1.471 -3.106
H 1.850 1.550 -5.445
H 2.024 -0.153 -4.881
H 5.908 2.053 -6.036
H 5.886 0.392 -6.697
H 7.365 0.893 -5.921
C -6.637 -4.073 0.346
C -6.766 -2.635 0.875
O -5.518 -1.892 0.972
C -4.864 -2.144 2.107
O -5.232 -2.977 2.862
O -3.750 -1.450 2.180
C -2.872 -1.790 3.272
H -7.563 -4.636 0.321
H -5.979 -4.675 0.952
H -6.235 -4.070 -0.674
H -7.291 -2.591 1.803
H -7.377 -2.115 0.179
H -1.973 -1.281 2.994
H -2.801 -2.852 3.248
H -3.284 -1.361 4.187
C 0.810 -7.372 -3.015
C 0.666 -6.143 -2.120
O -0.778 -6.014 -1.789
C -1.069 -5.259 -0.796
O -0.296 -4.786 0.004
O -2.363 -5.095 -0.827
C -3.028 -4.391 0.228
H 1.846 -7.570 -3.200
H 0.356 -7.185 -4.016
H 0.337 -8.250 -2.544
H 1.068 -5.216 -2.603
H 1.242 -6.355 -1.224
H -3.181 -5.097 1.066
H -3.914 -3.934 -0.185
H -2.369 -3.626 0.603
*
```

Computed properties:
E_LUMO = -6.2 eV
Frontier orbital gap = 6.999 eV
E_tot = -5128.4199 hartree

Record 2
A 6-piece molecular cluster, C50H97BrNO18P overall, computed with ωB97M-V with the def2-TZVPD basis set.

Structure (ORCA input):
```
! RIJCOSX wB97M-V def2-TZVPD def2/J DEFGRID3
* xyz 0 1
C -0.423 8.675 0.696
C -1.358 7.395 0.931
O -2.607 7.416 0.215
C -3.455 6.305 0.658
C -2.878 4.949 0.035
C -2.057 3.882 0.849
C -1.767 4.038 2.402
C -0.343 4.646 2.789
C 0.912 4.050 1.983
C 2.074 5.195 2.013
C 3.059 4.926 0.773
C 3.768 6.286 0.214
C 3.943 6.032 -1.386
C 4.608 7.273 -2.152
O 3.970 8.482 -1.679
C 2.634 8.626 -2.224
C -1.558 2.636 0.025
O -0.787 1.696 0.765
C -1.466 0.420 0.907
C -0.360 -0.720 1.202
C -0.971 -2.215 1.091
C 0.917 -0.657 0.240
C 2.304 -1.082 0.978
C 3.492 -0.844 -0.116
C 2.661 -0.092 2.211
C -1.848 2.415 -1.480
C -1.315 1.142 -2.316
C -0.477 1.640 -3.588
C 1.078 1.302 -3.533
O 1.650 0.566 -2.707
O 1.911 1.908 -4.530
C -2.689 3.446 -2.256
C -3.153 4.689 -1.456
C -3.920 5.513 -2.565
O -4.480 6.629 -2.560
N -3.932 4.808 -3.880
P -3.582 5.791 -5.312
O -3.612 4.836 -6.729
Br -1.422 6.467 -5.041
C -3.200 3.514 -3.749
O -3.128 2.717 -4.708
H -0.234 9.191 1.709
H 0.625 8.338 0.344
H -0.843 9.375 -0.097
H -0.707 6.464 0.708
H -1.567 7.339 2.067
H -3.517 6.313 1.796
H -4.510 6.558 0.263
H -1.935 3.028 2.900
H -2.563 4.759 2.821
H -0.269 5.784 2.744
H -0.165 4.376 3.901
H 1.345 3.185 2.611
H 0.704 3.761 0.904
H 2.647 5.187 3.012
H 1.654 6.251 1.889
H 3.814 4.102 1.011
H 2.416 4.553 -0.108
H 4.767 6.392 0.752
H 3.096 7.185 0.403
H 4.530 5.047 -1.486
H 2.893 5.810 -1.796
H 5.730 7.232 -1.962
H 4.402 7.146 -3.281
H 1.861 8.117 -1.544
H 2.438 9.753 -2.342
H 2.497 8.159 -3.266
H -2.138 0.493 1.827
H -2.091 0.100 0.009
H -0.013 -0.564 2.281
H -1.589 -2.354 0.142
H -1.600 -2.442 2.024
H -0.130 -2.984 1.068
H 0.801 -1.427 -0.617
H 1.118 0.356 -0.241
H 2.325 -2.182 1.276
H 3.901 0.214 0.088
H 3.071 -0.874 -1.181
H 4.309 -1.642 -0.053
H 2.006 -0.266 3.128
H 3.755 -0.266 2.519
H 2.613 0.988 1.822
H -0.664 0.439 -1.696
H -2.230 0.541 -2.652
H -0.892 1.094 -4.518
H -0.580 2.755 -3.819
H 1.299 2.409 -5.124
H -2.713 4.446 -6.891
C -5.378 -4.253 -1.075
O -6.276 -3.300 -1.630
C -6.076 -1.991 -1.102
C -5.244 -1.127 -2.046
O -3.916 -1.632 -2.184
C -3.750 -2.401 -3.368
H -5.370 -5.132 -1.721
H -4.357 -3.867 -1.006
H -5.726 -4.549 -0.079
H -5.620 -2.040 -0.107
H -7.065 -1.536 -0.993
H -5.161 -0.123 -1.619
H -5.726 -1.036 -3.024
H -3.629 -1.733 -4.225
H -4.592 -3.075 -3.548
H -2.845 -3.003 -3.260
C -3.628 -8.544 -1.653
O -3.633 -7.488 -0.701
C -4.452 -7.777 0.430
C -3.621 -8.270 1.612
O -3.000 -9.522 1.330
C -1.642 -9.377 0.936
H -2.773 -8.401 -2.315
H -3.539 -9.526 -1.180
H -4.547 -8.507 -2.249
H -5.234 -8.499 0.170
H -4.944 -6.842 0.716
H -4.287 -8.430 2.465
H -2.874 -7.525 1.905
H -1.018 -9.220 1.820
H -1.497 -8.547 0.238
H -1.327 -10.299 0.443
C 3.163 -11.777 -2.846
O 3.579 -12.642 -1.798
C 3.719 -11.963 -0.552
C 2.497 -12.166 0.338
O 1.330 -11.571 -0.229
C 0.513 -12.519 -0.902
H 2.785 -12.391 -3.665
H 2.368 -11.097 -2.529
H 4.019 -11.196 -3.205
H 3.918 -10.898 -0.711
H 4.591 -12.394 -0.050
H 2.675 -11.668 1.296
H 2.329 -13.230 0.540
H -0.078 -13.079 -0.173
H 1.098 -13.217 -1.509
H -0.167 -11.976 -1.563
C 3.388 11.312 0.677
O 2.120 11.890 0.389
C 1.751 12.893 1.332
C 2.037 14.295 0.802
O 3.436 14.513 0.625
C 3.845 14.340 -0.725
H 3.739 10.797 -0.218
H 4.130 12.062 0.960
H 3.281 10.579 1.485
H 2.250 12.725 2.293
H 0.672 12.796 1.495
H 1.692 15.026 1.540
H 1.496 14.481 -0.132
H 3.592 15.233 -1.302
H 3.385 13.464 -1.191
H 4.929 14.207 -0.739
C 1.513 -8.081 3.857
O 0.530 -8.890 4.490
C 0.561 -10.241 4.035
C 1.318 -11.143 5.006
O 2.699 -10.793 5.079
C 2.993 -9.985 6.210
H 1.642 -7.175 4.451
H 2.480 -8.586 3.784
H 1.170 -7.801 2.855
H 0.986 -10.301 3.027
H -0.478 -10.582 3.979
H 1.270 -12.172 4.636
H 0.860 -11.123 6.000
H 3.064 -10.613 7.102
H 2.242 -9.206 6.373
H 3.958 -9.501 6.043
*
```

Computed properties:
E_LUMO = -1.3 eV
Frontier orbital gap = 7.901 eV
E_tot = -6287.2985 hartree
Energy above the lowest of the compared OMol25 structures with the same formula, charge and spin = 598.0 kJ/mol

Which of these has the lowest frontier orbital gap? C50H90O37Pb2

Which value of frontier orbital gap does entry 1 give? 6.999 eV

Which value of E_tot does entry 1 give? -5128.4199 hartree